(1)
The following is a quantum chemistry calculation of a single C2FN5 molecule in a non-equilibrium geometry, from the OMol25 dataset.

Results
**Energy relative to the best compared isomer or geometry (same formula, charge and spin)**: 68.5 kJ/mol
**Multiplicity**: 1
**Frontier orbital gap**: 11.29 eV
**SMILES**: N#Cc1nnnn1F

Last column: Mulliken charge in e.
CARTESIAN COORDINATES (ANGSTROEM)
1 C -1.68 0.07 -0.01  0.27
2 C -0.32 0.31 0.02  0.39
3 N -2.82 0.00 0.00  -0.31
4 N 0.32 1.43 -0.01  -0.26
5 N 1.65 1.10 0.02  -0.22
6 N 1.80 -0.15 0.01  -0.36
7 N 0.67 -0.72 -0.07  0.66
8 F 0.37 -2.04 0.02  -0.16


(2)
The following is a quantum chemistry calculation of 4 unconnected molecules or ions with the total composition C18H22NO11 in a non-equilibrium geometry, from the OMol25 dataset.

Results
**Energy relative to the best compared isomer or geometry (same formula, charge and spin)**: 25.3 kJ/mol
**Multiplicity**: 1
**Total charge**: -3
**Frontier orbital gap**: 4.86 eV

Last column: Mulliken charge in e.
CARTESIAN COORDINATES (ANGSTROEM)
1 O 0.21 0.87 -1.14  -0.28
2 H 0.92 1.54 -0.88  0.72
3 H -0.57 0.98 -0.49  0.50
4 H 0.55 -0.06 -1.04  0.16
5 C -5.50 0.68 1.42  -0.67
6 C -4.25 1.38 1.22  0.19
7 C -3.14 0.62 0.43  0.21
8 O -2.01 1.15 0.29  -0.73
9 C -3.47 -0.54 -0.34  -0.39
10 C -4.78 -1.05 -0.26  0.51
11 C -5.78 -0.48 0.74  0.42
12 O -6.92 -1.06 0.93  -0.84
13 O -5.19 -1.79 -1.20  -0.76
14 O -4.04 2.47 1.76  -0.73
15 H -6.25 1.20 1.99  0.37
16 H -2.78 -0.88 -1.10  0.33
17 C 4.46 3.02 -0.73  -0.82
18 C 4.89 4.27 -0.31  0.44
19 C 3.97 5.17 0.45  0.38
20 O 4.28 6.35 0.88  -0.81
21 C 2.66 4.80 0.76  -0.60
22 C 2.18 3.56 0.26  0.55
23 C 3.16 2.56 -0.43  0.20
24 O 2.75 1.41 -0.72  -0.50
25 O 0.98 3.24 0.30  -0.80
26 O 6.08 4.61 -0.63  -0.79
27 H 5.04 2.32 -1.32  0.34
28 H 2.08 5.35 1.48  0.38
29 C -2.33 -3.00 2.31  -0.63
30 O -0.97 -2.89 1.97  -0.36
31 C -0.46 -1.55 1.98  -0.06
32 C 0.92 -1.39 1.33  -0.74
33 N 0.75 -1.58 -0.11  -0.07
34 C 2.13 -1.65 -0.72  -0.88
35 C 2.08 -1.43 -2.24  -0.81
36 O 0.95 -1.88 -2.95  -0.33
37 C 0.97 -3.28 -3.17  -0.77
38 H -2.44 -2.85 3.40  0.30
39 H -2.70 -4.00 2.11  0.26
40 H -3.06 -2.30 1.90  0.19
41 H -0.37 -1.24 3.02  0.45
42 H -1.19 -0.93 1.46  -0.29
43 H 1.65 -2.03 1.83  0.44
44 H 1.12 -0.32 1.48  0.28
45 H 0.23 -2.44 -0.23  0.17
46 H 2.47 -2.68 -0.55  0.54
47 H 2.88 -0.94 -0.36  0.48
48 H 3.03 -1.80 -2.65  0.51
49 H 2.12 -0.36 -2.46  0.47
50 H 1.92 -3.69 -3.50  0.32
51 H 0.20 -3.59 -3.88  0.29
52 H 0.60 -3.85 -2.30  0.25


(3)
The following is a quantum chemistry calculation of a single C10H20S5 molecule in a non-equilibrium geometry, from the OMol25 dataset.

Results
**Energy relative to the best compared isomer or geometry (same formula, charge and spin)**: 0.0 kJ/mol
**Multiplicity**: 1
**Frontier orbital gap**: 9.23 eV
**SMILES**: C1CSCCSCCSCCSCCS1

Last column: Mulliken charge in e.
CARTESIAN COORDINATES (ANGSTROEM)
1 C 0.13 -2.35 -1.77  -0.44
2 C -0.96 -3.41 -1.52  -1.01
3 C -2.07 -2.34 0.84  -0.91
4 C -1.71 -0.88 0.99  0.29
5 C -0.86 1.18 2.68  -0.60
6 C 0.67 1.16 2.74  -0.53
7 C 1.41 2.95 0.76  -0.31
8 C 2.60 2.22 0.11  -0.69
9 C 1.03 0.85 -1.67  -0.06
10 C 0.99 0.00 -2.94  -0.83
11 H 1.03 -2.87 -2.14  0.43
12 H 0.41 -1.90 -0.84  0.17
13 H -0.53 -4.19 -0.87  0.42
14 H -1.20 -3.92 -2.44  0.43
15 H -1.27 -3.01 1.19  0.39
16 H -2.94 -2.55 1.46  0.46
17 H -2.49 -0.25 0.54  0.35
18 H -0.74 -0.67 0.50  -0.41
19 H -1.21 1.70 1.78  0.28
20 H -1.27 1.78 3.52  0.39
21 H 0.99 0.77 3.68  0.42
22 H 1.06 0.51 1.97  0.14
23 H 0.45 2.58 0.38  0.07
24 H 1.45 4.05 0.52  0.35
25 H 3.53 2.77 0.26  0.38
26 H 2.72 1.25 0.59  0.33
27 H 0.08 1.37 -1.59  0.33
28 H 1.14 0.19 -0.79  -0.14
29 H 0.86 0.66 -3.80  0.43
30 H 1.94 -0.55 -3.06  0.39
31 S -2.53 -2.85 -0.83  -0.08
32 S -1.60 -0.47 2.77  -0.15
33 S 1.41 2.81 2.57  -0.09
34 S 2.43 2.01 -1.67  -0.13
35 S -0.43 -1.12 -2.98  -0.06


(4)
The following is a quantum chemistry calculation of a molecular structure, C26H58OP4Tm in a non-equilibrium geometry, from the OMol25 dataset.

Results
**Energy relative to the best compared isomer or geometry (same formula, charge and spin)**: 0.0 kJ/mol
**Multiplicity**: 3
**Total charge**: +3
**Frontier orbital gap (alpha / beta)**: 3.18 / 3.21 eV

Last column: Mulliken spin population.
CARTESIAN COORDINATES (ANGSTROEM)
1 Tm 0.41 0.14 0.11  2.03
2 P 0.83 -2.15 -1.34  -0.01
3 P 3.15 -0.07 0.77  -0.01
4 P -1.99 0.45 -1.08  -0.01
5 H 2.31 2.29 -1.14  0.00
6 C 1.23 2.25 -0.94  0.00
7 C 0.72 2.48 0.35  0.00
8 H 1.39 2.64 1.20  0.00
9 C 1.47 -1.79 -3.01  0.00
10 C 2.00 -3.43 -0.75  0.00
11 C -0.65 -3.19 -1.70  0.00
12 C 3.88 1.39 1.61  0.00
13 C 3.83 -1.41 1.82  0.00
14 C 4.23 -0.18 -0.71  0.00
15 C -2.77 2.08 -0.81  0.00
16 C -3.33 -0.71 -0.66  0.00
17 C -1.89 0.37 -2.89  0.00
18 H 0.62 2.42 -1.83  0.00
19 H -0.28 2.91 0.48  0.00
20 H 1.66 -2.71 -3.58  0.00
21 H 2.40 -1.21 -2.94  0.00
22 H 0.76 -1.17 -3.57  0.00
23 H 2.02 -4.29 -1.42  0.00
24 H 1.71 -3.76 0.25  0.00
25 H 3.02 -3.02 -0.67  0.00
26 H -0.36 -4.13 -2.20  0.00
27 H -1.37 -2.65 -2.32  0.00
28 H -1.14 -3.44 -0.75  0.00
29 H 4.97 1.31 1.60  0.00
30 H 3.53 1.44 2.66  0.00
31 H 3.57 2.31 1.10  0.00
32 H 4.93 -1.37 1.80  0.00
33 H 3.51 -2.39 1.46  0.00
34 H 3.49 -1.29 2.86  0.00
35 H 5.27 -0.05 -0.41  0.00
36 H 3.96 0.61 -1.43  0.00
37 H 4.12 -1.15 -1.22  0.00
38 H -3.68 2.16 -1.42  0.00
39 H -2.06 2.88 -1.09  0.00
40 H -3.03 2.21 0.25  0.00
41 H -4.25 -0.42 -1.20  0.00
42 H -3.52 -0.68 0.42  0.00
43 H -3.04 -1.73 -0.93  0.00
44 H -2.84 0.69 -3.33  0.00
45 H -1.65 -0.64 -3.25  0.00
46 H -1.09 1.03 -3.25  0.00
47 C -0.33 0.31 -6.31  0.00
48 C 0.22 0.18 -7.59  0.00
49 C 0.30 1.34 -8.35  0.00
50 C -0.19 2.55 -7.84  0.00
51 C -0.95 2.57 -6.65  0.00
52 C -1.14 1.39 -5.96  0.00
53 O 0.02 -0.53 -5.29  0.00
54 H 0.61 -1.23 -5.62  0.00
55 H 0.56 -0.80 -7.94  0.00
56 H 0.75 1.31 -9.36  0.00
57 H -0.03 3.48 -8.38  0.00
58 H -1.42 3.49 -6.28  0.00
59 H -1.84 1.28 -5.15  0.00
60 C -1.11 2.90 3.50  0.00
61 C -0.60 1.62 4.15  0.00
62 C -1.30 1.40 5.49  0.00
63 P -0.60 0.22 2.92  0.00
64 C 0.70 -0.96 3.62  0.00
65 C 0.81 -1.02 5.14  0.00
66 C 0.58 -2.37 3.02  0.00
67 C -2.27 -0.60 3.13  0.00
68 C -2.47 -1.42 4.40  0.00
69 C -3.41 0.41 2.94  0.00
70 H -2.17 2.82 3.19  0.00
71 H -0.52 3.20 2.62  0.00
72 H -1.05 3.70 4.24  0.00
73 H 0.48 1.74 4.35  0.00
74 H -2.39 1.33 5.39  0.00
75 H -0.94 0.54 6.06  0.00
76 H -1.10 2.28 6.11  0.00
77 H 1.64 -0.50 3.26  0.00
78 H -0.09 -1.43 5.61  0.00
79 H 1.64 -1.69 5.42  0.00
80 H 1.03 -0.05 5.59  0.00
81 H 0.42 -2.39 1.93  0.00
82 H 1.51 -2.93 3.21  0.00
83 H -0.25 -2.92 3.47  0.00
84 H -2.29 -1.29 2.27  0.00
85 H -2.45 -0.81 5.30  0.00
86 H -3.47 -1.88 4.36  0.00
87 H -1.75 -2.24 4.51  0.00
88 H -3.28 1.03 2.04  0.00
89 H -4.36 -0.15 2.81  0.00
90 H -3.55 1.07 3.81  0.00


(5)
The following is a quantum chemistry calculation of 2 unconnected molecules or ions with the total composition C2H6N2O in a non-equilibrium geometry, from the OMol25 dataset.

Results
**Energy relative to the best compared isomer or geometry (same formula, charge and spin)**: 337.1 kJ/mol
**Multiplicity**: 1
**Frontier orbital gap**: 9.93 eV
**SMILES**: C=C=O.NN

Last column: Mulliken charge in e.
CARTESIAN COORDINATES (ANGSTROEM)
1 C -2.09 -0.36 0.76  0.80
2 C -2.43 -0.57 -0.44  -0.99
3 N 2.55 0.56 0.25  -0.51
4 N 1.13 0.54 -0.12  -0.38
5 O -1.73 -0.04 1.80  -0.34
6 H -2.30 -1.48 -0.97  0.27
7 H 0.55 0.59 0.71  0.25
8 H -2.79 0.18 -1.11  0.25
9 H 3.08 -0.21 0.01  0.21
10 H 2.99 1.18 -0.40  0.22
11 H 1.04 -0.39 -0.49  0.22


(6)
The following is a quantum chemistry calculation of a molecular structure, C3HO2Rh in a non-equilibrium geometry, from the OMol25 dataset.

Results
**Energy relative to the best compared isomer or geometry (same formula, charge and spin)**: 100.3 kJ/mol
**Multiplicity**: 5
**Total charge**: +2
**Frontier orbital gap (alpha / beta)**: 10.99 / 7.27 eV

Last column: Mulliken spin population.
CARTESIAN COORDINATES (ANGSTROEM)
1 H -0.34 -2.14 -0.15  0.00
2 C -0.45 -1.08 0.10  0.21
3 C 0.44 -0.09 -0.06  -0.12
4 O -1.72 -0.55 0.11  -0.03
5 Rh 2.41 0.01 0.14  2.90
6 O -0.38 1.08 -0.05  -0.02
7 C -1.66 0.79 0.05  1.05